(1)
The following is a quantum chemistry calculation of an isolated ion of composition C2H8N2 and charge -1 in a non-equilibrium geometry, from OMol25.

Last column: Löwdin charge in e.
CARTESIAN COORDINATES (ANGSTROEM)
C: -0.213 0.245 -0.749  -0.52
C: 0.584 -0.372 0.546  -0.43
N: -0.173 -1.402 1.194  -0.15
N: -0.100 1.737 -0.598  -0.04
H: 0.245 -0.260 -1.530  0.00
H: -1.152 -0.156 -0.708  -0.01
H: 1.515 -0.701 0.138  0.05
H: 0.874 0.373 1.282  0.07
H: 0.208 -2.496 1.112  0.08
H: -1.199 -1.152 1.211  0.02
H: 0.420 2.005 -1.331  -0.07
H: -1.009 2.178 -0.565  -0.01

Computed properties:
Spin multiplicity: 2
Gap between HOMO and LUMO (alpha / beta), eV: 3.07 / 9.11
Relative energy (zero: lowest compared OMol25 entry of this formula, charge and spin), kJ/mol: 169.5
Expectation value of S²: 0.750
Net charge: -1

(2)
The following is a quantum chemistry calculation of a 3-piece molecular cluster, C17H43N2O5S3 overall in a non-equilibrium geometry, from OMol25.

Last column: Löwdin charge in e.
CARTESIAN COORDINATES (ANGSTROEM)
C: -4.536 0.304 3.456  -0.16
C: -3.530 -0.173 4.562  -0.47
S: -2.248 1.148 4.702  0.80
C: -0.589 0.391 4.445  -0.66
S: 0.672 1.733 4.627  0.76
S: -0.069 3.334 3.481  0.51
C: 0.744 2.300 6.400  -0.40
O: 0.147 1.405 7.281  -0.20
C: -1.118 1.871 7.786  -0.09
H: -4.104 0.180 2.451  0.06
H: -5.520 -0.172 3.579  0.08
H: -4.655 1.398 3.603  0.06
H: -4.073 -0.186 5.521  0.07
H: -3.117 -1.171 4.347  0.08
H: -0.364 -0.472 5.094  0.08
H: -0.497 0.044 3.395  0.05
H: -0.284 4.375 4.363  -0.11
H: 0.352 3.329 6.517  0.11
H: 1.819 2.357 6.655  0.12
H: -1.557 2.693 7.192  0.08
H: -1.829 1.031 7.713  0.09
H: -1.031 2.236 8.826  0.11
C: 0.113 -3.877 -1.834  -0.10
O: -0.106 -2.513 -2.153  -0.22
C: -0.942 -2.316 -3.292  -0.20
C: -2.306 -1.775 -2.889  -0.20
N: -3.097 -2.785 -2.190  -0.05
C: -4.287 -2.260 -1.521  -0.19
C: -4.098 -1.198 -0.433  -0.22
O: -3.475 -1.672 0.755  -0.20
C: -2.062 -1.747 0.696  -0.10
H: 0.920 -3.921 -1.102  0.09
H: -0.775 -4.331 -1.383  0.07
H: 0.412 -4.450 -2.715  0.09
H: -1.036 -3.228 -3.889  0.13
H: -0.448 -1.566 -3.916  0.12
H: -2.845 -1.456 -3.785  0.13
H: -2.132 -0.893 -2.262  0.10
H: -2.518 -3.239 -1.498  0.06
H: -4.790 -3.116 -1.064  0.12
H: -4.968 -1.866 -2.282  0.12
H: -5.097 -0.874 -0.127  0.12
H: -3.592 -0.299 -0.802  0.11
H: -1.630 -0.947 0.089  0.09
H: -1.742 -2.722 0.325  0.07
H: -1.679 -1.651 1.716  0.07
C: 2.961 -0.628 -5.454  -0.11
O: 2.191 -0.186 -4.349  -0.20
C: 2.563 -0.780 -3.108  -0.21
C: 3.263 0.226 -2.203  -0.21
N: 4.592 0.566 -2.703  -0.05
C: 5.200 1.730 -2.056  -0.20
C: 4.477 3.079 -2.153  -0.23
O: 4.459 3.646 -3.451  -0.18
C: 3.452 3.143 -4.314  -0.10
H: 2.465 -0.287 -6.362  0.09
H: 3.968 -0.200 -5.437  0.08
H: 3.026 -1.719 -5.483  0.09
H: 3.174 -1.677 -3.252  0.13
H: 1.637 -1.092 -2.622  0.10
H: 3.358 -0.201 -1.199  0.12
H: 2.616 1.109 -2.141  0.10
H: 4.535 0.748 -3.695  0.07
H: 6.188 1.853 -2.506  0.12
H: 5.362 1.493 -0.999  0.11
H: 5.040 3.785 -1.537  0.12
H: 3.467 3.049 -1.729  0.11
H: 2.534 2.894 -3.776  0.09
H: 3.818 2.276 -4.867  0.07
H: 3.222 3.918 -5.046  0.09

Computed properties:
Gap between HOMO and LUMO, eV: 5.72
Relative energy (zero: lowest compared OMol25 entry of this formula, charge and spin), kJ/mol: 0.0
Net charge: +1

(3)
The following is a quantum chemistry calculation of one molecule with the formula C6H11N in a non-equilibrium geometry, from OMol25.

Last column: Löwdin charge in e.
CARTESIAN COORDINATES (ANGSTROEM)
C: 1.781 0.250 -0.575  -0.28
C: 0.431 0.932 -0.525  -0.19
C: -0.680 -0.081 -0.289  -0.23
C: -2.001 0.498 0.213  -0.07
C: -1.145 -0.278 1.098  -0.30
C: -0.868 -0.733 2.275  0.04
H: 2.621 -1.220 -1.750  0.04
H: 1.797 -0.030 -2.529  0.09
H: 2.662 0.908 -0.739  0.11
H: 1.810 -0.352 0.360  0.11
H: 0.384 1.757 0.140  0.10
H: 0.282 1.438 -1.484  0.11
H: -0.796 -0.928 -0.961  0.14
H: -1.978 1.578 0.356  0.11
H: -2.964 0.159 -0.147  0.10
H: -1.510 -0.634 3.152  0.06
H: 0.116 -1.263 2.424  0.08
N: 1.780 -0.706 -1.715  -0.02

Computed properties:
SMILES: C=C1C[C@H]1CCN
Gap between HOMO and LUMO, eV: 10.56
Relative energy (zero: lowest compared OMol25 entry of this formula, charge and spin), kJ/mol: 226.1
Net charge: 0